[1]
DFT (ωB97M-V/def2-TZVPD) results for C7H3Cl2InO2Se4 as an isolated structure.

ORCA input file:
```
! wB97M-V def2-TZVPD RIJCOSX def2/J DEFGRID3
* xyz 0 1
O 0.19573 -1.38632 -0.27968
C -0.74707 -0.50528 -0.03943
C -3.01191 1.22111 -0.28174
C -1.73359 1.75049 -0.59356
Cl -2.44810 -2.50386 0.94865
O 1.78391 1.12829 0.29366
H -4.22035 -0.45474 0.29737
Se 5.38178 -2.56724 1.08848
C -2.07014 -0.93688 0.28654
C -0.59690 0.95306 -0.30192
H -1.71413 2.77685 -0.91742
Se 5.82478 -0.30383 0.04290
In 2.11874 -0.89685 0.23877
Cl -4.44383 2.15818 -0.43458
C 0.64412 1.61487 -0.19929
H 0.70491 2.70276 -0.50355
Se 4.30277 -1.67449 -1.28646
C -3.19546 -0.10728 0.11505
Se 3.22475 -2.96885 1.52622
*
```

The calculation puts the energy at -11135.22431 Ha. As for the HOMO energy: -0.2424 Ha. The LUMO energy comes out at -2.32 eV.

[2]
DFT (ωB97M-V/def2-TZVPD) results for a 16-piece molecular cluster, C7H44FO18PS overall.

ORCA input file:
```
! wB97M-V def2-TZVPD RIJCOSX def2/J DEFGRID3
* xyz 0 1
H -3.03708 1.82213 -4.80993
H -1.51538 1.75813 -4.65487
H 2.29798 1.29194 1.67968
H -0.86957 3.26694 3.95383
O -2.98752 3.04899 1.77189
C -0.32504 1.40050 1.83044
H -3.98708 -0.10049 3.64496
H 0.21357 -0.43178 0.27255
O -0.36251 3.47502 -1.18074
H -2.41585 3.82566 1.77509
O -2.23998 1.50358 -5.24645
O -4.13234 -3.28076 2.60716
H -2.56810 0.43324 3.77071
H 1.99423 -3.48355 0.20876
H -1.97989 0.37866 1.37212
H 1.08162 1.56259 -1.20301
H -2.68943 -0.98683 5.99373
H -1.80896 1.68162 0.35486
H 5.05904 0.44580 0.77707
O 0.05292 2.69630 1.75401
H 3.60973 -3.94406 -1.13299
C 3.21591 -0.14216 0.02890
H -3.81752 -1.96058 5.73531
C 1.20930 3.00686 1.00222
H -4.27357 -2.95588 1.71904
H -3.17360 -2.03892 -0.37614
H 4.80175 0.86119 -0.82627
C 4.35114 0.82172 0.10903
H -3.61070 3.20431 2.49053
O -3.48574 0.66698 3.93868
O 4.39132 -4.43632 -1.41031
H 0.93367 -2.67727 -0.51629
H 2.33172 0.39492 -0.16357
H -2.58097 -0.59646 -5.04407
H 7.55353 -0.32909 0.27242
H -4.03002 -4.23241 2.50299
F -1.51064 -1.12753 -0.30040
S 3.88460 2.51817 0.47965
H 5.04691 -4.24010 -0.73297
H -0.42206 2.89814 -3.24725
O 6.98922 -1.02283 -0.08346
H 7.60093 -1.72938 -0.31597
H 1.35163 4.03171 1.13379
H 3.05247 -0.66171 0.91423
H -2.04684 -1.92573 -4.52897
O 6.49637 -2.42023 -2.98440
H 0.51806 3.11852 -4.43689
C -1.27649 0.92595 0.83764
O 1.88896 -2.80763 -0.47106
P 0.90637 2.88436 -0.80482
O -4.07765 -4.29276 -2.49824
H -4.25124 -3.95733 -3.38439
H 6.00614 -2.59336 -2.17478
O -3.54054 1.14323 -1.65847
H -3.46160 0.33273 -1.14490
H -4.48234 1.33700 -1.64994
O -3.54627 -1.25758 6.32998
O -0.87785 3.78960 4.76174
H 1.93923 3.59174 -1.38076
C 2.43857 2.32319 1.52518
H -0.58365 0.35708 -1.07345
H 5.89903 -2.71911 -3.67688
O -4.08095 -2.28172 -0.15883
O 0.22994 2.44738 -3.80859
H 3.32041 -0.81051 -0.75075
H -0.60826 3.17116 5.44772
O 0.02530 0.74906 2.66920
H 2.64582 2.73076 2.46116
C -0.68508 -0.05235 -0.11176
H -4.33577 -2.90212 -0.85360
H -3.97983 -5.24336 -2.60952
O -2.86329 -1.48367 -4.77687
*
```

The calculation puts the energy at -2486.77036 Ha. For the energy above the lowest of the compared OMol25 structures with the same formula, charge and spin, the calculation gives 1.010 eV. As for the HOMO energy: -0.3382 Ha. The LUMO energy comes out at -0.11 eV.

[3]
DFT (ωB97M-V/def2-TZVPD) results for one molecule with the formula C7H4N2O5S.

ORCA input file:
```
! wB97M-V def2-TZVPD RIJCOSX def2/J DEFGRID3
* xyz 0 1
C 0.38676 1.36330 0.15628
O 3.25420 -2.49516 -0.83767
N 3.74304 2.13410 -0.31134
O 3.52894 -2.13439 1.58742
C -0.75986 0.61544 -0.02899
H 0.32340 2.44017 0.20570
C 0.54362 -1.37912 0.05775
O 4.09703 -0.19362 0.07234
H 0.64778 -2.45201 0.01346
H -1.58196 -1.35954 -0.20168
S 3.17951 -1.65413 0.30265
C -0.69101 -0.76739 -0.07296
N 4.37919 1.13652 -0.67176
O 5.24717 1.04672 -1.45507
O 2.54173 2.52712 1.58699
C 2.69179 1.84007 0.62284
C 1.64992 0.76841 0.29149
C 1.68534 -0.62867 0.24890
H -1.71190 1.11466 -0.12337
*
```

The SMILES is O=C1N=[N+]([O-])OS(=O)(=O)c2ccccc21. The calculation puts the energy at -1152.84902 Ha. As for the HOMO energy: -0.3895 Ha. The LUMO energy comes out at -1.13 eV.

[4]
DFT (ωB97M-V/def2-TZVPD) results for C7H4NO4S2 as an isolated structure.

ORCA input file:
```
! wB97M-V def2-TZVPD RIJCOSX def2/J DEFGRID3
* xyz -1 1
O 0.24379 2.48644 2.25073
H -0.75676 -2.31967 -0.90058
O 0.78080 3.46714 -1.75197
S -1.45413 2.73829 2.53221
H -0.19713 1.12436 -1.80964
S -0.75667 -2.23063 1.54641
O -2.01891 1.64419 3.31266
C 0.33006 0.84223 -0.88348
N 0.32497 2.01745 -0.08416
C -0.14187 0.30291 1.32170
O -0.40633 4.15161 0.04114
C 0.22955 3.38998 -0.67638
H 1.33003 0.48152 -1.20512
C -0.56933 -1.53888 -0.01502
C 0.09376 1.65641 1.23445
C -0.39564 -0.69910 2.30977
C -0.24099 -0.24648 -0.00136
H -0.28205 -0.77529 3.38222
*
```

The calculation puts the energy at -1421.23990 Ha. For the energy above the lowest of the compared OMol25 structures with the same formula, charge and spin, the calculation gives 0.079 eV. As for the HOMO energy (alpha / beta): -0.1182 / -0.1183 Ha. The LUMO energy (alpha / beta) comes out at 2.60 / 2.60 eV.

[5]
DFT (ωB97M-V/def2-TZVPD) results for one molecule with the formula C7H4O4.

ORCA input file:
```
! wB97M-V def2-TZVPD RIJCOSX def2/J DEFGRID3
* xyz 0 1
C 1.68772 -0.66807 1.46395
H 0.36288 1.61201 -3.26102
C 0.70460 0.31902 0.82275
O -0.38921 -2.88814 0.18308
O 2.83343 -0.47781 1.65464
H -1.96862 0.89362 0.24558
H -2.15171 -0.60071 -0.69867
O 0.97334 -1.81212 1.70435
C 0.01352 -1.90302 0.67368
C -0.92395 0.83372 -1.60665
O 0.89432 1.61769 0.75568
C -0.36579 1.30583 -2.54983
H 0.04753 2.06359 0.62918
C -0.27580 -0.46494 0.36662
C -1.44226 0.16933 -0.38334
*
```

The SMILES is C#CCC1=C(O)C(=O)OC1=O. The calculation puts the energy at -570.01981 Ha. For the energy above the lowest of the compared OMol25 structures with the same formula, charge and spin, the calculation gives 0.000 eV. As for the HOMO energy: -0.3769 Ha. The LUMO energy comes out at -0.25 eV.

[6]
DFT (ωB97M-V/def2-TZVPD) results for a 2-piece molecular cluster, C7H5Br2F overall.

ORCA input file:
```
! wB97M-V def2-TZVPD RIJCOSX def2/J DEFGRID3
* xyz 0 1
C 0.30251 -0.00094 1.69639
H 0.98877 0.93412 -1.60471
C -0.74091 0.05238 -0.95344
H 0.18284 1.79502 -0.37575
H 1.97985 0.91360 0.68006
C -0.54027 0.34114 -2.99669
H -2.46962 -1.01147 0.08334
C 1.16881 0.22635 0.57933
C -0.99348 -0.27144 1.47053
Br -0.17431 -1.29710 -3.54371
H 0.83304 -0.01933 2.71721
C -1.49848 -0.42480 0.16400
F -1.65656 -0.57273 2.67161
Br 2.12411 -1.52953 0.04005
C 0.49370 0.86475 -0.62822
*
```

The calculation puts the energy at -5517.35577 Ha. For the energy above the lowest of the compared OMol25 structures with the same formula, charge and spin, the calculation gives 3.150 eV. As for the HOMO energy: -0.3174 Ha. The LUMO energy comes out at -1.52 eV.

[7]
DFT (ωB97M-V/def2-TZVPD) results for a 2-piece molecular cluster, C7H5ClFNO2 overall.

ORCA input file:
```
! wB97M-V def2-TZVPD RIJCOSX def2/J DEFGRID3
* xyz 0 1
O 4.31192 1.48394 2.01566
N 3.30129 1.42690 1.34042
C 0.44887 -0.70321 1.29148
H -0.40506 1.15144 -2.02107
C -0.10499 0.73965 -1.05142
C 1.23692 0.59707 -0.65171
Cl 3.28175 -0.84246 2.73263
H 0.75829 -1.16907 2.22617
H -1.79097 -0.94324 1.32970
F 4.29600 0.18945 -0.56087
C 1.47193 -0.05450 0.57776
H 2.01452 1.19153 -1.14582
C -1.14293 0.25853 -0.27953
C -0.86226 -0.56178 0.87397
C 2.63847 0.14635 1.45684
H -2.04275 0.34679 -0.81858
O 2.77668 2.27542 0.60799
*
```

The calculation puts the energy at -1034.75912 Ha. For the energy above the lowest of the compared OMol25 structures with the same formula, charge and spin, the calculation gives 3.917 eV. As for the HOMO energy (alpha / beta): -0.3529 / -0.3532 Ha. The LUMO energy (alpha / beta) comes out at -3.38 / -3.38 eV.

[8]
DFT (ωB97M-V/def2-TZVPD) results for one molecule with the formula C7H5ClO2.

ORCA input file:
```
! wB97M-V def2-TZVPD RIJCOSX def2/J DEFGRID3
* xyz 0 1
H -4.12550 0.35527 0.25652
H 2.69542 -1.88036 0.90901
C 1.84518 -0.62507 -0.40104
H 3.72232 -1.79410 -0.42060
O -2.40888 -2.21000 -0.18545
C -1.68320 -1.29622 -0.00014
C -0.66630 0.84008 -0.03845
H 0.90952 0.07928 1.15228
C -3.15974 0.85619 -0.06213
O -0.34416 -1.43811 0.16759
C 2.73743 -1.45863 -0.02463
C 0.45741 -0.18891 0.19073
C -1.97016 0.23091 -0.09132
H -3.25731 1.91912 -0.20010
Cl -0.51751 2.54943 -0.07576
*
```

The calculation puts the energy at -880.20875 Ha. For the energy above the lowest of the compared OMol25 structures with the same formula, charge and spin, the calculation gives 4.195 eV. As for the HOMO energy (alpha / beta): -0.3096 / -0.3257 Ha. The LUMO energy (alpha / beta) comes out at -0.66 / -1.22 eV.

[9]
DFT (ωB97M-V/def2-TZVPD) results for one molecule with the formula C7H5F3O2.

ORCA input file:
```
! wB97M-V def2-TZVPD RIJCOSX def2/J DEFGRID3
* xyz 0 1
C -0.71233 -1.77852 -0.18791
C 0.58340 0.36673 0.35396
H -0.39138 -2.84629 -0.27049
H 1.31844 0.75258 -1.61960
H 2.53756 0.33342 -0.60831
O -2.99243 -1.81339 -0.33927
H 1.90110 0.98202 1.87497
C -0.79665 1.00062 0.01506
C -2.03511 -1.15879 -0.18424
H 1.83116 1.92197 -0.43269
F -3.07951 0.91368 -0.26035
F 1.54778 -1.81635 0.55946
O 0.91406 0.71835 1.67274
C -1.94187 0.31743 -0.05752
F -0.73279 2.33530 -0.05706
C 0.40836 -1.14227 0.18499
C 1.64020 0.91350 -0.64374
*
```

The SMILES is C[C@]1(O)C(F)=CC(=O)C(F)=C1F. The calculation puts the energy at -719.74115 Ha. For the energy above the lowest of the compared OMol25 structures with the same formula, charge and spin, the calculation gives 1.505 eV. As for the HOMO energy: -0.3701 Ha. The LUMO energy comes out at -0.35 eV.

[10]
DFT (ωB97M-V/def2-TZVPD) results for a 2-piece molecular cluster, C7H5FN2O4 overall.

ORCA input file:
```
! wB97M-V def2-TZVPD RIJCOSX def2/J DEFGRID3
* xyz 0 1
F 3.11054 -1.01703 -0.69717
C -2.08848 0.08683 -1.56958
H -0.29267 -1.17043 -2.11981
H -2.64266 -0.27315 -2.41971
O 1.17161 -2.75911 -0.12165
N 1.37249 -1.88922 0.75133
C -1.76042 1.51621 0.40750
H -3.59170 1.44027 -0.64890
C -0.47205 0.94790 0.48515
H 0.08854 1.28904 1.40382
C 2.32229 -0.88545 0.43229
N 2.60174 0.25425 1.10205
O 3.46336 1.04082 0.73756
H -2.22900 2.24543 0.97612
C -0.18817 0.00912 -0.42375
O 1.75512 0.56834 1.97487
C -2.57223 0.97142 -0.59323
C -0.80935 -0.51124 -1.49597
O 0.76104 -1.86399 1.81908
*
```

The calculation puts the energy at -779.67190 Ha. As for the HOMO energy (alpha / beta): -0.3758 / -0.3486 Ha. The LUMO energy (alpha / beta) comes out at -1.93 / -3.22 eV.

[11]
DFT (ωB97M-V/def2-TZVPD) results for C7H5I2O2S as an isolated structure.

ORCA input file:
```
! wB97M-V def2-TZVPD RIJCOSX def2/J DEFGRID3
* xyz -1 1
H -0.50196 1.56546 -1.21691
C -0.61581 0.95542 -0.33201
H 1.12319 -0.99408 1.81820
I 2.22986 2.30207 -1.41812
C 0.52125 0.35365 0.24390
C 0.29499 -0.47316 1.35905
C 1.78191 0.44262 -0.40871
H -3.03979 -0.09462 1.78211
O 0.24561 -0.57667 -3.25883
H -2.71672 1.27042 -0.26989
S 1.54426 -1.02111 -2.78240
H -1.09726 -1.25430 2.76519
C -0.96454 -0.63216 1.89230
C -2.06125 0.00998 1.33624
I 3.53926 -0.22564 0.64154
C -1.87193 0.78377 0.20116
O 1.58893 -2.41166 -2.35283
*
```

The calculation puts the energy at -1413.83400 Ha. For the energy above the lowest of the compared OMol25 structures with the same formula, charge and spin, the calculation gives 0.000 eV. As for the HOMO energy (alpha / beta): -0.1215 / -0.1216 Ha. The LUMO energy (alpha / beta) comes out at 2.67 / 2.67 eV.

[12]
DFT (ωB97M-V/def2-TZVPD) results for C7H5InLiO3 as an isolated structure.

ORCA input file:
```
! wB97M-V def2-TZVPD RIJCOSX def2/J DEFGRID3
* xyz 1 1
C -1.48093 -1.51522 -1.12558
C -0.93469 0.74024 -0.14104
H -2.08228 0.34680 -1.91137
In 1.04778 -2.68260 0.06299
Li -1.40022 2.76783 1.70693
H -2.07099 -2.08104 -1.84864
H -0.84893 -2.06154 -0.42892
C -1.55220 -0.17895 -1.11323
H 0.80955 -0.19496 2.30225
C 2.74300 -0.42517 -0.69131
O -0.07567 1.60548 2.39594
C 0.65512 0.64944 0.26098
O 3.81122 -0.63644 -1.17814
H 1.03561 1.66082 0.02298
C 1.57388 -0.40038 -0.17011
O -1.56019 1.77133 0.11006
C 0.32992 0.63437 1.74620
*
```

The calculation puts the energy at -692.81879 Ha. For the energy above the lowest of the compared OMol25 structures with the same formula, charge and spin, the calculation gives 0.000 eV. As for the HOMO energy: -0.4383 Ha. The LUMO energy comes out at -4.96 eV.